The following is a quantum chemistry calculation of 2 unconnected molecules or ions with the total composition C6H12O, from the Open Molecules 2025 dataset.

Last column: natural (NBO) charge in e.
CARTESIAN COORDINATES (ANGSTROEM)
C  0.864007  1.752621  -0.025326  -0.559
C  0.821274  0.699742  0.785938  0.192
O  1.183127  -0.574352  0.496792  -0.525
C  2.263704  -0.658972  -0.415870  -0.249
H  0.663594  2.726989  0.392721  0.214
H  0.988779  1.679465  -1.101383  0.202
H  0.433563  0.768603  1.799498  0.184
H  3.155044  -0.208967  0.039353  0.184
H  2.050893  -0.139496  -1.354075  0.174
H  2.436080  -1.716167  -0.615578  0.194
C  -1.757711  0.887263  0.080953  -0.378
C  -1.704945  -0.354419  0.546410  -0.203
C  -1.563442  -1.566098  -0.325723  -0.644
H  -1.643658  1.103095  -0.980453  0.188
H  -1.833500  1.758396  0.726920  0.196
H  -1.745000  -0.519030  1.624459  0.192
H  -2.538610  -2.053083  -0.428396  0.214
H  -1.214693  -1.286453  -1.326573  0.205
H  -0.858499  -2.299131  0.080333  0.220

Atomic forces in eV per Å
0.52 -0.02 0.15
0.59 0.54 0.16
-0.05 0.18 0.02
0.21 -0.10 -0.27
-0.27 0.01 -0.06
0.39 0.05 0.26
0.28 0.12 -0.08
-0.10 -0.09 -0.14
0.03 -0.19 0.06
-0.03 0.08 0.04
-0.55 -0.25 0.04
-0.49 0.10 -0.11
-0.09 -0.08 -0.09
-0.13 -0.12 0.15
-0.10 -0.24 -0.04
-0.09 -0.02 -0.18
0.11 -0.10 -0.05
-0.11 -0.03 0.13
-0.14 0.17 0.01

The electronic energy comes out at -8461.4365 eV. The structure (SMILES) is C=COC.C=CC. Its relative energy (zero: lowest compared OMol25 entry of this formula, charge and spin) is 67.3 kcal/mol. The charge is 0. For the HOMO-LUMO gap, the calculation gives 9.226 eV. The calculation puts the LUMO energy at 1.0415 eV. Its highest occupied orbital energy is -8.18 eV.